(1)
DFT (ωB97M-V/def2-TZVPD) results for a structure of composition C36H35Cl3MoN4O3S2SbSe5.

Calculated values
expectation value of S² = 2.05
max |F| = 0.8 eV Å⁻¹
frontier orbital gap (spin up / spin down) = 5.93 / 6.42 eV
energy relative to the best compared isomer or geometry (same formula, charge and spin) = 1.5 kcal per mole
HOMO (spin up / spin down) = -4.78 / -4.82 eV
charge = -1
spin multiplicity = 3

The geometry in XYZ format:
```
90
Properties=species:S:1:pos:R:3:mulliken_charge:R:1
Mo -0.020 1.886 -0.718 1.70
Se -3.474 2.887 -3.998 -0.67
Sb -2.413 4.007 -2.179 0.50
Se -2.329 2.526 -0.117 -0.96
Se 0.140 3.647 -2.365 -0.66
Se -2.836 6.291 -1.625 -0.65
C -2.076 -1.395 6.138 -1.60
C -1.567 -1.159 4.743 0.55
C -0.211 -1.033 4.485 -1.10
C 0.284 -0.837 3.199 0.62
C 1.771 -0.733 3.008 -1.56
C -0.614 -0.747 2.126 0.90
Se 0.082 -0.597 0.339 0.38
C -1.988 -0.897 2.365 1.03
C -2.991 -0.876 1.247 -0.63
C -2.439 -1.094 3.664 -1.04
H -1.349 -1.066 6.882 0.37
H -2.270 -2.456 6.313 0.29
H -3.008 -0.858 6.316 0.38
H 0.494 -1.088 5.309 0.32
H 2.289 -0.999 3.931 0.49
H 2.045 0.285 2.736 -0.04
H 2.112 -1.385 2.203 0.28
H -2.965 0.071 0.707 -0.43
H -3.999 -1.030 1.632 0.53
H -2.769 -1.658 0.517 -0.34
H -3.506 -1.194 3.837 0.36
Cl 3.351 -5.324 -4.272 -0.25
C 1.813 -4.752 -3.687 0.19
C 1.766 -3.909 -2.592 -1.12
C 0.530 -3.477 -2.143 0.19
C -0.657 -3.858 -2.765 0.55
C -1.967 -3.328 -2.214 1.31
C -2.665 -2.313 -3.129 -1.70
N -1.852 -1.112 -3.199 0.38
C -0.762 -0.876 -4.016 -0.95
C -0.152 0.230 -3.519 -0.84
N -0.840 0.659 -2.405 1.29
C -1.849 -0.169 -2.249 -0.80
O -2.872 -4.384 -1.917 -0.39
C -2.906 -4.696 -0.524 -0.88
C -1.548 -5.015 0.034 -0.77
C -0.769 -6.060 -0.363 1.15
Cl -1.191 -7.265 -1.513 -0.19
S 0.770 -6.069 0.380 -0.25
C 0.388 -4.657 1.271 -0.44
C -0.863 -4.208 0.992 -0.03
C -0.560 -4.700 -3.866 0.51
Cl -1.982 -5.231 -4.726 -0.23
C 0.662 -5.158 -4.335 -0.67
H 2.674 -3.594 -2.098 0.51
H 0.478 -2.820 -1.282 0.22
H -1.713 -2.780 -1.298 -0.82
H -3.625 -2.055 -2.683 0.37
H -2.845 -2.699 -4.129 0.34
H -0.544 -1.502 -4.863 0.47
H 0.705 0.769 -3.883 0.59
H -2.589 -0.095 -1.472 0.52
H -3.595 -5.534 -0.421 0.44
H -3.317 -3.847 0.032 0.26
H 1.115 -4.214 1.933 0.48
H -1.281 -3.306 1.424 0.48
H 0.706 -5.817 -5.189 0.47
C 3.867 3.648 -3.016 -0.82
N 3.927 3.444 -1.578 0.27
C 4.493 4.313 -0.665 -0.32
C 4.266 3.804 0.564 -0.70
N 3.582 2.626 0.382 0.19
C 3.340 2.419 -0.926 -0.18
S 2.454 1.134 -1.602 -0.27
H 2.952 4.176 -3.280 0.25
H 3.864 2.677 -3.504 0.31
H 4.740 4.219 -3.323 0.35
H 4.991 5.214 -0.973 0.47
H 4.517 4.173 1.541 0.44
H 3.136 2.085 1.115 0.22
O 2.007 2.745 2.666 -0.73
C 1.260 3.322 1.887 -0.20
O 0.737 2.740 0.852 0.14
C 0.956 4.781 2.013 0.30
C -0.040 5.387 1.257 0.55
C -0.277 6.747 1.395 -0.75
C 0.482 7.498 2.279 -0.36
C 1.482 6.894 3.035 -0.62
C 1.716 5.537 2.904 -0.54
H -0.637 4.806 0.569 0.09
H -1.058 7.198 0.795 0.29
H 0.296 8.561 2.380 0.38
H 2.070 7.482 3.729 0.38
H 2.474 5.038 3.495 0.46
```

---

(2)
DFT (ωB97M-V/def2-TZVPD) results for a structure of composition C39H38MgN4O6P2S at a distorted geometry.

Calculated values
max |F| = 1.3 eV Å⁻¹
frontier orbital gap = 7.42 eV
HOMO = -8.21 eV

The geometry in XYZ format:
```
91
Properties=species:S:1:pos:R:3:mulliken_charge:R:1
Mg 0.205 1.206 0.961 4.78
C 0.730 -2.612 0.462 -1.96
C 0.178 -2.100 -0.870 -1.67
P 0.587 -0.331 -1.216 0.64
C 2.365 -0.519 -1.634 0.52
C 3.274 -0.444 -0.573 -0.09
C 4.635 -0.613 -0.791 -0.90
C 5.104 -0.851 -2.075 -0.69
C 4.209 -0.925 -3.137 -0.68
C 2.846 -0.761 -2.920 -0.63
C -0.213 -0.062 -2.841 0.40
C -0.269 1.258 -3.301 -0.21
C -0.854 1.563 -4.521 -0.78
C -1.415 0.553 -5.291 -0.67
C -1.389 -0.758 -4.834 -0.74
C -0.790 -1.066 -3.615 -0.51
P 0.388 -1.503 1.937 0.95
C -1.234 -2.208 2.484 0.57
C -2.258 -1.305 2.784 -0.34
C -3.530 -1.751 3.119 -0.64
C -3.801 -3.111 3.179 -0.60
C -2.787 -4.019 2.911 -0.80
C -1.520 -3.570 2.560 -0.45
C 1.707 -2.237 3.020 0.56
C 2.542 -1.407 3.773 -0.14
C 3.519 -1.941 4.604 -0.84
C 3.695 -3.315 4.690 -0.47
C 2.905 -4.150 3.913 -0.88
C 1.928 -3.614 3.084 -0.29
H 1.816 -2.683 0.389 0.80
H 0.352 -3.622 0.618 0.76
H -0.912 -2.193 -0.905 0.36
H 0.594 -2.691 -1.685 0.83
H 2.911 -0.266 0.439 0.45
H 5.325 -0.557 0.043 0.49
H 6.166 -0.984 -2.248 0.40
H 4.574 -1.115 -4.139 0.45
H 2.159 -0.820 -3.755 0.38
H 0.144 2.049 -2.680 0.09
H -0.894 2.592 -4.861 0.43
H -1.878 0.787 -6.243 0.39
H -1.843 -1.551 -5.420 0.46
H -0.789 -2.096 -3.281 0.30
H -2.041 -0.243 2.795 0.27
H -4.310 -1.030 3.338 0.46
H -4.795 -3.461 3.433 0.40
H -2.980 -5.083 2.970 0.43
H -0.763 -4.307 2.342 0.10
H 2.417 -0.337 3.718 0.22
H 4.139 -1.275 5.195 0.44
H 4.445 -3.732 5.352 0.38
H 3.045 -5.225 3.951 0.41
H 1.358 -4.297 2.472 0.16
O 0.144 0.166 4.044 -0.66
S 0.333 1.475 3.416 1.26
O 0.539 2.542 4.362 -0.85
O 1.501 1.391 2.411 -0.93
O -0.858 1.745 2.503 -0.98
O -5.792 -0.814 -4.310 -0.50
C -4.838 -1.332 -3.503 0.67
O -4.595 -2.503 -3.544 -0.56
C -4.129 -0.380 -2.590 1.08
C -3.560 -0.893 -1.431 -0.58
C -2.790 -0.088 -0.619 -0.09
C -2.577 1.247 -0.952 -1.46
C -3.172 1.774 -2.088 -0.71
C -3.941 0.960 -2.906 -1.22
N -1.631 1.992 -0.193 0.27
C -1.891 3.179 0.178 -0.83
C -0.858 3.999 0.839 0.79
C -1.205 5.181 1.442 -1.07
C -0.220 5.893 2.111 -0.42
C 1.064 5.398 2.113 -0.86
C 1.331 4.199 1.459 -0.07
N 0.393 3.496 0.828 -0.10
H -5.938 0.115 -4.104 0.35
H -3.715 -1.939 -1.191 0.48
H -2.347 -0.485 0.286 0.83
H -2.975 2.804 -2.368 0.53
H -4.332 1.377 -3.829 0.16
H -2.877 3.621 0.036 0.50
H -2.232 5.524 1.421 0.46
H -0.462 6.815 2.626 0.43
H 1.863 5.915 2.623 0.40
H 2.331 3.797 1.447 0.29
N 3.496 2.949 -0.774 -0.69
N 2.367 2.825 -1.642 -0.13
H 4.362 2.804 -1.271 0.30
H 3.426 2.236 -0.066 0.12
H 2.490 2.064 -2.301 0.18
H 2.296 3.686 -2.162 0.29
```

---

Number 1: DFT total energy -444373.898 eV. Number 2: DFT total energy -94166.559 eV.